A cluster of 4 separate species, C19H41ClN11O5P in total in a non-equilibrium geometry, computed with ωB97M-V/def2-TZVPD.

Atoms and positions in Å:
C: 5.383 -0.110 0.382
O: 4.633 -1.075 -0.332
C: 3.948 -0.518 -1.448
C: 2.990 0.605 -1.065
C: 1.972 0.833 -2.204
C: 0.520 0.956 -1.722
C: -0.430 0.296 -2.715
C: -1.897 0.229 -2.265
C: -1.908 -0.509 -1.002
N: -1.873 -1.203 -0.070
C: -2.507 1.641 -2.162
C: -2.297 2.378 -0.832
C: -3.438 2.247 0.182
C: -2.885 2.251 1.608
N: -1.944 1.136 1.747
C: -0.725 1.368 2.380
N: 0.081 2.322 2.146
N: -0.324 0.403 3.341
C: -2.712 -0.626 -3.292
C: -4.215 -0.701 -2.930
C: -2.223 -2.001 -3.304
N: -1.796 -3.092 -3.232
P: -2.536 0.050 -5.034
O: -1.154 -0.617 -5.544
Cl: -3.974 -1.064 -6.031
H: 5.768 0.669 -0.272
H: 6.243 -0.602 0.821
H: 4.792 0.346 1.169
H: 3.352 -1.336 -1.836
H: 4.678 -0.116 -2.155
H: 2.514 0.368 -0.119
H: 3.525 1.540 -0.946
H: 2.266 1.744 -2.712
H: 2.019 0.006 -2.906
H: 0.269 2.012 -1.690
H: 0.462 0.554 -0.716
H: -0.335 0.845 -3.647
H: -0.057 -0.707 -2.907
H: -3.564 1.668 -2.400
H: -2.014 2.234 -2.924
H: -1.353 2.148 -0.361
H: -2.255 3.434 -1.091
H: -3.954 1.303 0.008
H: -4.167 3.039 0.055
H: -2.401 3.201 1.800
H: -3.713 2.169 2.307
H: -2.429 0.353 2.156
H: -0.291 2.919 1.413
H: 0.529 0.006 2.960
H: -0.973 -0.378 3.334
H: -4.726 0.133 -3.401
H: -4.324 -0.557 -1.861
H: -4.649 -1.645 -3.216
H: -1.069 -1.555 -5.322
C: 3.759 1.116 4.034
O: 4.193 1.819 3.138
N: 4.548 0.207 4.694
N: 2.459 1.165 4.454
H: 4.216 -0.384 5.431
H: 5.506 0.142 4.410
H: 1.847 1.817 3.989
H: 2.089 0.590 5.186
C: -2.090 -0.986 6.350
O: -1.544 -1.915 5.777
N: -1.895 0.312 5.974
N: -2.941 -1.178 7.407
H: -2.334 1.093 6.422
H: -1.268 0.469 5.198
H: -3.101 -2.122 7.700
H: -3.400 -0.432 7.891
C: 1.777 -3.456 -3.432
O: 1.619 -2.436 -2.777
N: 0.726 -4.216 -3.859
N: 3.018 -3.917 -3.772
H: 0.832 -5.060 -4.389
H: -0.196 -3.924 -3.583
H: 3.808 -3.382 -3.462
H: 3.173 -4.752 -4.301

Values from the calculation:
F_max: 3.4 eV/A
E_HOMO: -8.8020 eV
lowest unoccupied orbital energy: 0.5 eV
structure (SMILES): [H]/N=C(/N)NCCCC[C@](C#N)(CCCCCOC)[C@](C)(C#N)P(O)Cl.NC(N)=O.NC(N)=O.NC(N)=O
calculated total energy: -2528.78079 a.u.